1.
ORCA calculation (ωB97M-V with the def2-TZVPD basis set) on an isolated molecule of BrH2P at a distorted geometry.

```
4
Properties=species:S:1:pos:R:3:forces:R:3
P 0.6300 -0.4072 0.7728 -1.03 1.75 -2.85
Br -0.7671 -0.1888 2.4258 -0.65 -0.12 0.68
H -0.2646 -0.9426 -0.2738 0.54 -0.25 1.06
H 0.1547 0.8967 0.0732 1.13 -1.38 1.10
```
Positions in Å, forces in eV/Å.

As for the total charge: 0. The total energy comes out at -2916.54716 hartree. The energy above the lowest of the compared OMol25 structures with the same formula, charge and spin comes out at 7.4 kcal per mole. The SMILES is PBr. The LUMO energy comes out at 0.0176 Ha.

2.
ORCA calculation (ωB97M-V with the def2-TZVPD basis set) on an isolated molecule of C2H4N4.

```
10
Properties=species:S:1:pos:R:3:forces:R:3
N -1.2385 -1.4729 -0.7131 -0.20 -0.31 -0.47
C -0.3666 -0.4159 -0.1945 -0.15 -0.10 0.27
N -1.0408 -0.9836 0.7344 0.23 0.23 -0.09
N 0.8538 1.0960 1.4537 0.18 0.19 -0.23
C 1.0609 1.2224 0.2022 0.05 0.07 0.20
N 0.4478 0.4008 -0.7439 -0.14 -0.15 0.16
H -0.8694 -2.3958 -0.9152 -0.02 0.17 0.02
H -2.1263 -1.2401 -1.1446 0.13 0.00 0.08
H 1.3886 1.7770 1.9865 0.00 0.01 -0.07
H 1.7229 1.9658 -0.2549 -0.07 -0.10 0.13
```
Positions in Å, forces in eV/Å.

As for the total charge: 0. The total energy comes out at -297.52332 hartree. The energy above the lowest of the compared OMol25 structures with the same formula, charge and spin comes out at 75.9 kcal per mole. The LUMO energy comes out at 0.0190 Ha.

3.
ORCA calculation (ωB97M-V with the def2-TZVPD basis set) on a cluster of 2 separate species, C5H11NO in total at a distorted geometry.

```
18
Properties=species:S:1:pos:R:3:forces:R:3
C -0.6365 0.8707 2.6541 -1.26 2.06 -0.90
C -0.2433 1.1965 1.3979 1.68 -0.93 -0.11
C -0.1236 -0.0247 0.4785 -2.66 -0.74 0.38
N -1.4409 -0.7598 0.5659 0.85 1.56 -0.74
C 0.9863 -0.3265 -0.1644 1.04 -1.34 0.11
C 1.4548 -1.6206 -0.8382 0.74 0.44 -1.80
H -1.2637 -0.0527 2.6744 1.03 0.69 0.71
H -0.6752 1.6714 3.4534 0.09 -1.30 -0.85
H 0.3023 2.1223 1.0105 -0.88 -1.21 1.05
H -1.7359 -1.6296 0.0582 1.22 1.47 0.22
H -1.9828 0.0829 0.2887 -0.68 -1.61 0.30
H 1.7676 0.4136 -0.0695 0.21 0.10 0.03
H 1.8370 -1.2459 -1.8817 -0.77 -1.15 1.57
H 0.7154 -2.4552 -0.9649 0.39 1.09 0.06
H 2.3694 -2.1084 -0.3782 -1.06 0.90 -0.11
O -0.2210 1.1680 -3.0732 -0.45 0.44 0.04
H -0.8688 1.8899 -3.0305 0.31 -0.27 -0.17
H -0.2414 0.8081 -2.1809 0.19 -0.21 0.21
```
Positions in Å, forces in eV/Å.

As for the total charge: 0. The total energy comes out at -327.01278 hartree. The energy above the lowest of the compared OMol25 structures with the same formula, charge and spin comes out at 74.4 kcal per mole. The SMILES is C=C/C(N)=C/C.O. The LUMO energy comes out at 0.0247 Ha.

4.
ORCA calculation (ωB97M-V with the def2-TZVPD basis set) on a cluster of 3 separate species, C3H10NO4 in total at a distorted geometry.

```
18
Properties=species:S:1:pos:R:3:forces:R:3
C 0.3810 -1.0855 -0.8650 -1.22 -2.02 -0.65
C -0.0270 0.3952 -0.9398 3.00 1.17 0.48
C 0.0824 1.0383 0.5128 0.28 1.30 -1.30
O -1.0405 0.8542 0.9696 0.07 0.88 3.03
O 1.0950 1.7541 0.9620 -2.49 -2.31 -1.08
N -0.3481 -1.7315 0.2712 2.16 0.56 0.92
H -0.0309 -1.7150 -1.8213 1.45 1.57 1.85
H 1.4543 -1.3249 -0.6120 -0.88 0.82 -1.01
H 0.6821 1.0473 -1.4504 0.17 -0.46 -1.01
H -1.0358 0.6214 -1.3085 0.31 -0.48 0.16
H -1.3200 -1.5549 0.0137 0.12 0.25 1.50
H 0.0882 -1.2324 1.1833 -2.48 -1.43 -2.62
H 3.5498 1.1115 0.4362 2.12 4.40 -3.14
H 2.3201 0.7505 1.0295 1.91 -0.71 0.03
O 3.3238 0.4013 0.9055 -3.66 -3.62 3.07
H -3.1425 0.1892 -0.4408 2.42 -1.70 -9.35
H -2.6422 0.1175 0.8117 2.52 -0.09 2.04
O -3.3898 0.3637 0.3423 -5.80 1.88 7.08
```
Positions in Å, forces in eV/Å.

As for the total charge: -1. The total energy comes out at -476.01211 hartree. The energy above the lowest of the compared OMol25 structures with the same formula, charge and spin comes out at 77.6 kcal per mole. The LUMO energy comes out at 0.1404 Ha.